A 2-piece molecular cluster, C3H4NO3 overall at a distorted geometry. Source: the Open Molecules 2025 dataset; level of theory: ωB97M-V with the def2-TZVPD basis set.

Structure (ORCA input):
```
! RIJCOSX wB97M-V def2-TZVPD def2/J DEFGRID3
* xyz 1 3
C 1.62 -0.18 -1.91
C 0.45 0.10 -1.49
C -1.00 -0.44 0.97
N -0.18 0.71 1.14
O 2.60 -0.67 -2.16
O -0.20 1.31 2.16
O 0.53 1.10 0.17
H -0.51 0.38 -1.77
H -0.15 -1.28 0.97
H -1.51 -0.32 0.11
H -1.64 -0.73 1.79
*
```

Computed properties:
strongest force on any atom	5.5	eV Å⁻¹
gap between HOMO and LUMO (spin up / spin down)	9.6 / 8.4	eV
HOMO (spin up / spin down)	-14.96 / -16.82	eV
calculated total energy	-396.61452	Ha
energy relative to the best compared isomer or geometry (same formula, charge and spin)	66.7	kcal per mole
E_LUMO (spin up / spin down)	-5.35 / -8.40	eV



One molecule with the formula C5H8O2. Source: the Open Molecules 2025 dataset; level of theory: ωB97M-V with the def2-TZVPD basis set.

Structure (ORCA input):
```
! RIJCOSX wB97M-V def2-TZVPD def2/J DEFGRID3
* xyz 0 1
C -1.71 1.35 -0.12
C -0.98 0.10 0.32
O -1.55 -0.80 0.90
C 0.48 -0.02 -0.01
O 1.11 1.11 -0.53
C 0.92 -1.39 -0.44
C 1.28 -0.89 0.92
H -2.77 1.22 0.08
H -1.55 1.55 -1.19
H -1.33 2.22 0.42
H 1.17 1.02 -1.49
H 1.71 -1.45 -1.19
H 0.14 -2.14 -0.52
H 2.31 -0.58 1.08
H 0.76 -1.30 1.77
*
```

Computed properties:
strongest force on any atom	0.4	eV Å⁻¹
gap between HOMO and LUMO	10.3	eV
HOMO	-9.52	eV
calculated total energy	-345.76444	Ha
energy relative to the best compared isomer or geometry (same formula, charge and spin)	25.4	kcal per mole
SMILES string	CC(=O)C1(O)CC1
E_LUMO	0.74	eV



C22H13Cl3N3OPt as an isolated structure. Source: the Open Molecules 2025 dataset; level of theory: ωB97M-V with the def2-TZVPD basis set.

Structure (ORCA input):
```
! RIJCOSX wB97M-V def2-TZVPD def2/J DEFGRID3
* xyz -1 1
Pt 0.11 0.12 -0.13
Cl -4.31 -4.92 -2.94
C -3.54 -3.51 -2.25
C -4.15 -2.25 -2.38
C -3.55 -1.14 -1.87
C -2.29 -1.18 -1.20
O -1.81 -0.07 -0.80
C -1.71 -2.49 -1.03
C -0.52 -2.77 -0.29
N 0.24 -1.88 0.24
C 1.39 -2.19 0.99
C 1.67 -3.37 1.61
C 2.89 -3.56 2.30
C 3.82 -2.56 2.37
C 3.55 -1.30 1.78
C 4.44 -0.20 1.81
C 4.08 0.98 1.23
C 2.81 1.10 0.63
N 1.97 0.10 0.59
C 2.32 -1.11 1.12
C -2.36 -3.62 -1.59
H -5.11 -2.17 -2.89
H -4.01 -0.16 -1.96
H -0.24 -3.82 -0.17
H 0.94 -4.17 1.58
H 3.09 -4.50 2.78
H 4.75 -2.71 2.90
H 5.40 -0.30 2.30
H 4.75 1.83 1.23
H 2.45 2.02 0.18
H -1.90 -4.60 -1.48
Cl -0.35 1.72 2.49
C 0.09 3.15 1.57
C 0.19 4.32 2.29
C 0.50 5.53 1.67
C 0.69 5.51 0.29
C 0.58 4.35 -0.43
Cl 0.86 4.43 -2.16
C 0.27 3.04 0.12
N 0.21 2.00 -0.66
H 0.03 4.29 3.36
H 0.59 6.45 2.24
H 0.93 6.43 -0.24
*
```

Computed properties:
strongest force on any atom	0.4	eV Å⁻¹
gap between HOMO and LUMO (spin up / spin down)	3.9 / 3.9	eV
HOMO (spin up / spin down)	-2.40 / -2.40	eV
calculated total energy	-2585.62102	Ha
energy relative to the best compared isomer or geometry (same formula, charge and spin)	0.7	kcal per mole
E_LUMO (spin up / spin down)	1.51 / 1.51	eV



A 2-piece molecular cluster, C2HBrCl3NO2 overall at a distorted geometry. Source: the Open Molecules 2025 dataset; level of theory: ωB97M-V with the def2-TZVPD basis set.

Structure (ORCA input):
```
! RIJCOSX wB97M-V def2-TZVPD def2/J DEFGRID3
* xyz 0 1
C 0.39 -0.29 -0.92
C 1.22 0.69 -0.32
N -2.72 -0.39 1.29
O -1.95 -0.18 0.36
O -2.60 -0.89 2.35
Cl 1.37 0.39 1.40
Cl 3.03 0.70 -1.10
Cl 0.60 2.30 -0.62
Br 0.64 -2.04 -0.49
H 0.04 -0.29 -1.95
*
```

Computed properties:
strongest force on any atom	2.6	eV Å⁻¹
gap between HOMO and LUMO (spin up / spin down)	7.1 / 9.0	eV
HOMO (spin up / spin down)	-9.18 / -10.79	eV
calculated total energy	-4236.43381	Ha
energy relative to the best compared isomer or geometry (same formula, charge and spin)	48.4	kcal per mole
E_LUMO (spin up / spin down)	-2.06 / -1.74	eV